Model 1:
{"formula": "C3H8NO3", "method": "ωB97M-V/def2-TZVPD", "species": ["O", "C", "O", "C", "C", "N", "H", "H", "H", "H", "H", "H", "H", "H", "O"], "positions_angstrom": [[-2.187, 1.266, 0.729], [-1.143, 1.149, 0.074], [-0.699, 2.011, -0.653], [-0.220, -0.214, 0.156], [0.622, -0.027, 1.384], [0.712, -0.263, -1.016], [-0.779, -1.172, 0.391], [0.234, -0.311, 2.413], [1.538, -0.703, 1.374], [0.856, 1.037, 1.483], [0.165, -0.499, -1.791], [1.118, 0.617, -1.143], [2.731, -3.199, -0.479], [1.735, -2.034, -0.705], [1.868, -2.945, -0.590]], "lumo_ev": 3.70, "total_charge": -1, "orbital_gap_ev": 7.55, "e_homo_ev": -3.9, "multiplicity": 1}

Model 2:
{"formula": "C3H8NO3", "method": "ωB97M-V/def2-TZVPD", "species": ["C", "N", "C", "O", "O", "C", "H", "H", "H", "H", "H", "H", "H", "H", "O"], "positions_angstrom": [[-0.376, 0.847, 0.419], [0.171, -0.426, 0.358], [1.484, -0.734, 1.021], [1.973, 0.248, 1.497], [1.692, -1.914, 1.190], [-1.787, 0.822, -0.053], [-0.392, 1.372, 1.430], [0.316, 1.486, -0.141], [-0.551, -1.098, 0.553], [-2.152, 1.832, -0.151], [-2.479, 0.340, 0.663], [-1.788, 0.264, -1.002], [0.717, -0.476, -1.777], [1.854, -1.536, -1.718], [1.318, -1.027, -2.289]], "lumo_ev": 3.88, "total_charge": -1, "orbital_gap_ev": 8.17, "e_homo_ev": -4.3, "multiplicity": 1}

Model 3:
{"formula": "C3H8NO3", "method": "ωB97M-V/def2-TZVPD", "species": ["O", "C", "O", "C", "C", "N", "H", "H", "H", "H", "H", "H", "H", "H", "O"], "positions_angstrom": [[-1.854, -1.663, 0.534], [-1.082, -1.125, -0.287], [-0.912, -1.391, -1.493], [-0.064, -0.061, 0.293], [-0.942, 1.033, 0.955], [0.956, 0.366, -0.669], [0.483, -0.524, 1.101], [-1.416, 0.474, 1.758], [-0.428, 1.933, 1.352], [-1.641, 1.589, 0.319], [1.235, -0.479, -1.166], [0.523, 0.896, -1.421], [2.644, 1.844, -0.364], [2.236, 1.573, 0.976], [2.955, 2.026, 0.520]], "lumo_ev": 4.10, "total_charge": -1, "orbital_gap_ev": 8.24, "e_homo_ev": -4.1, "multiplicity": 1}

Model 4:
{"formula": "C3H8NO3", "method": "ωB97M-V/def2-TZVPD", "species": ["C", "N", "C", "C", "O", "O", "H", "H", "H", "H", "H", "H", "H", "H", "O"], "positions_angstrom": [[0.066, 0.676, 2.030], [0.812, -0.309, 1.279], [0.128, -0.929, 0.163], [0.876, -0.737, -1.190], [0.506, -1.474, -2.123], [1.737, 0.168, -1.201], [-0.647, 1.273, 1.427], [0.754, 1.418, 2.436], [-0.532, 0.198, 2.804], [1.615, 0.139, 0.853], [-0.905, -0.649, -0.025], [0.024, -2.015, 0.305], [-1.078, 1.421, -2.244], [-1.495, -0.036, -2.302], [-1.861, 0.858, -2.212]], "lumo_ev": 4.05, "total_charge": -1, "orbital_gap_ev": 8.36, "e_homo_ev": -4.3, "multiplicity": 1}

Most stable: model 3

Model 1:
{"formula": "C3H8NO3", "method": "ωB97M-V/def2-TZVPD", "species": ["C", "N", "C", "O", "O", "C", "H", "H", "H", "H", "H", "H", "H", "H", "O"], "positions_angstrom": [[1.372, -0.848, -0.403], [0.257, -0.056, -0.155], [-0.296, 0.241, 1.185], [0.473, 0.186, 2.136], [-1.536, 0.297, 1.228], [1.979, -0.649, -1.802], [2.126, -0.758, 0.469], [1.093, -1.941, -0.334], [-0.094, 0.413, -1.008], [3.030, -0.569, -1.545], [1.718, 0.230, -2.322], [1.617, -1.492, -2.445], [-1.653, 0.221, -1.650], [-2.168, 0.673, -0.464], [-2.163, 0.912, -1.301]], "lumo_ev": 3.82, "total_charge": -1, "orbital_gap_ev": 7.78, "e_homo_ev": -4.0, "multiplicity": 1}

Model 2:
{"formula": "C3H8NO3", "method": "ωB97M-V/def2-TZVPD", "species": ["O", "C", "N", "C", "O", "C", "H", "H", "H", "H", "H", "H", "H", "H", "O"], "positions_angstrom": [[-1.323, 0.418, 1.239], [-0.390, 1.129, 0.762], [0.519, 0.633, -0.091], [0.117, -0.630, -0.543], [1.152, -1.277, -1.411], [-0.365, 2.528, 1.090], [0.549, 0.658, 1.247], [-0.813, -0.667, -1.114], [0.023, -1.311, 0.346], [0.689, 2.738, 1.237], [-0.686, 2.958, 0.136], [-1.021, 2.848, 1.922], [0.849, -2.197, -1.532], [0.608, -4.290, -1.537], [0.092, -3.538, -1.750]], "lumo_ev": 3.05, "total_charge": -1, "orbital_gap_ev": 6.26, "e_homo_ev": -3.2, "multiplicity": 1}

Most stable: model 1

Model 1:
{"formula": "C3H7N2S", "method": "ωB97M-V/def2-TZVPD", "species": ["C", "C", "C", "N", "N", "S", "H", "H", "H", "H", "H", "H", "H"], "positions_angstrom": [[-0.531, -1.456, 0.753], [-0.660, -0.247, 0.112], [0.776, -1.924, 0.752], [1.619, -1.165, 0.241], [-0.372, 2.119, -1.262], [0.817, 0.414, -0.398], [-1.372, -2.093, 1.122], [-1.502, 0.424, 0.070], [0.790, -4.696, 1.755], [2.609, -1.244, 0.246], [-0.806, 1.608, -1.977], [-0.001, 3.000, -1.637], [-1.222, 2.281, -0.766]], "lumo_ev": [-6.08, -4.45], "total_charge": 1, "orbital_gap_ev": [8.11, 9.78], "e_homo_ev": [-14.2, -14.2], "multiplicity": 1}

Model 2:
{"formula": "C3H7N2S", "method": "ωB97M-V/def2-TZVPD", "species": ["C", "C", "C", "N", "N", "S", "H", "H", "H", "H", "H", "H", "H"], "positions_angstrom": [[0.156, 0.426, -0.101], [0.843, 2.392, -0.459], [-0.263, -2.469, 0.565], [-0.326, 1.569, -0.655], [-1.197, -1.526, 0.217], [1.741, 0.980, 0.252], [1.153, 2.784, -1.445], [0.584, 3.247, 0.366], [0.797, -2.116, 0.090], [-0.741, -3.440, 0.101], [0.094, -2.588, 1.585], [-1.011, 1.799, -1.353], [-1.829, -1.059, 0.838]], "lumo_ev": [-6.36, -6.34], "total_charge": 1, "orbital_gap_ev": [8.06, 8.09], "e_homo_ev": [-14.4, -14.4], "multiplicity": 1}

Model 3:
{"formula": "C3H7N2S", "method": "ωB97M-V/def2-TZVPD", "species": ["C", "C", "C", "N", "N", "S", "H", "H", "H", "H", "H", "H", "H"], "positions_angstrom": [[3.864, 0.643, 0.048], [3.124, -0.270, -0.021], [0.743, 1.552, 0.684], [-0.381, 1.402, 0.738], [-2.864, -1.255, -0.589], [-1.947, 1.225, 0.749], [4.141, 1.595, 0.138], [2.794, -1.182, -0.378], [1.777, 1.302, 0.674], [-2.273, -0.464, -0.476], [-3.774, -1.010, -0.925], [-3.052, -1.573, 0.378], [-2.153, -1.964, -1.020]], "lumo_ev": -3.88, "total_charge": 1, "orbital_gap_ev": 8.89, "e_homo_ev": -12.8, "multiplicity": 1}

Most stable: model 3

Model 1:
{"formula": "C4H9N4", "method": "ωB97M-V/def2-TZVPD", "species": ["C", "C", "C", "C", "N", "N", "N", "N", "H", "H", "H", "H", "H", "H", "H", "H", "H"], "positions_angstrom": [[1.109, -0.674, -0.655], [0.775, 0.833, -0.826], [0.065, -1.195, 0.334], [-0.181, 1.188, 0.329], [-1.822, -0.155, -0.374], [-1.237, -1.428, -0.240], [-1.553, 1.208, -0.119], [-0.007, -0.002, 1.281], [1.076, -1.208, -1.602], [2.108, -0.802, -0.235], [1.679, 1.439, -0.815], [0.266, 1.017, -1.774], [0.375, -2.103, 0.858], [0.052, 2.125, 0.838], [-2.769, -0.255, -0.742], [-0.798, -0.071, 1.930], [0.863, 0.084, 1.813]], "lumo_ev": [-4.90, -4.92], "total_charge": 1, "orbital_gap_ev": [8.90, 8.85], "e_homo_ev": [-13.8, -13.8], "multiplicity": 1}

Model 2:
{"formula": "C4H9N4", "method": "ωB97M-V/def2-TZVPD", "species": ["C", "C", "C", "C", "N", "N", "N", "N", "H", "H", "H", "H", "H", "H", "H", "H", "H"], "positions_angstrom": [[-1.094, 1.341, 0.134], [-1.197, -0.089, -0.031], [1.211, 1.291, -0.297], [-2.436, -0.912, -0.163], [0.026, 1.908, 0.239], [-0.107, -0.782, -0.036], [1.106, -0.134, -0.350], [2.184, -0.841, 0.271], [-1.916, 1.918, 0.489], [1.123, 1.474, -1.312], [2.059, 1.609, 0.305], [-3.174, -0.372, -0.907], [-2.818, -1.230, 0.796], [-2.180, -1.947, -0.436], [2.561, -0.295, 1.048], [2.885, -1.184, -0.388], [1.767, -1.755, 0.640]], "smiles": "CC1=NN([NH3+])CN=C1", "lumo_ev": -4.17, "total_charge": 1, "orbital_gap_ev": 9.05, "e_homo_ev": -13.2, "multiplicity": 1}

Most stable: model 1